164
Properties=species:S:1:pos:R:3:forces:R:3 method="wB97M-V/def2-TZVPD" lumo_ev=-0.42 e_above_lowest_ev=5.742 energy_ev=-181852.0204 homo_energy_ev=-9.4 total_charge=0 gap_ev=8.99
K 1.46162 1.63815 -3.18776 0.14 0.78 -0.71
K 2.61257 -1.91489 -2.08881 -0.19 -0.55 0.39
N 0.44268 -0.07957 -1.49062 -3.22 -3.16 -2.82
S -1.00634 -0.94952 -1.33801 -3.74 -4.04 -2.84
O -2.22800 -0.35797 -1.86321 2.26 0.40 1.04
O -1.16860 -1.91291 -0.27129 0.84 1.94 -0.13
F -0.65077 -1.96031 -2.48966 0.89 -0.16 -1.09
S 0.22675 0.64820 -0.20723 2.36 4.91 8.73
O 0.59074 -0.17863 0.95135 -1.48 1.40 -1.38
O -0.81787 1.68001 -0.08599 1.76 -2.46 -0.63
F 1.58347 1.49583 -0.31408 0.21 0.77 -0.55
N 4.03721 -0.01917 -3.22227 0.06 3.10 7.88
S 5.33233 0.84047 -2.59081 3.34 3.74 5.94
O 5.20028 2.27720 -2.43636 -1.23 -1.30 -2.12
O 6.68573 0.37935 -2.81256 -2.30 -0.36 -0.84
F 5.17892 0.56752 -0.99635 -0.93 -1.60 -0.72
S 4.59054 -0.14983 -4.54747 2.26 -5.45 -13.11
O 5.52807 -1.26400 -4.75835 -1.78 2.10 0.83
O 4.73153 0.97977 -5.42726 0.41 0.27 1.57
F 3.18814 -0.75139 -5.20060 0.04 -0.18 0.60
C 1.90790 5.44327 -2.28459 -0.26 0.17 0.65
O 1.07104 4.45229 -2.83497 -1.39 -0.16 -1.36
C 0.39200 4.80279 -4.05072 1.31 -0.99 -1.45
C 1.29527 4.67989 -5.30266 0.69 -0.38 -0.62
O 1.79050 3.34702 -5.52797 -0.44 -0.27 2.05
C 2.62331 3.10931 -6.61599 -0.01 0.28 -1.70
H 1.42824 5.87484 -1.40609 0.02 -0.34 0.45
H 2.03175 6.33890 -2.89336 0.53 -0.40 -0.63
H 2.80831 4.89069 -2.01621 0.34 0.76 0.02
H -0.03481 5.80442 -4.10248 0.00 0.12 0.55
H -0.38466 4.08297 -4.30911 -0.37 -0.16 0.93
H 2.15216 5.35334 -5.28553 0.08 0.23 0.12
H 0.69735 4.89224 -6.18894 -0.28 0.53 -0.02
H 2.12052 3.35765 -7.55067 -0.56 -0.04 -0.27
H 2.88677 2.05423 -6.69006 -0.05 0.12 0.46
H 3.53201 3.70112 -6.72618 0.29 0.16 0.95
C -3.19688 -6.23752 -1.64647 -0.58 -0.58 1.07
O -2.64685 -5.69143 -0.46230 1.48 1.74 -0.65
C -3.11548 -5.86079 0.84545 -1.69 -0.89 -0.34
C -2.03547 -5.63264 1.86302 -0.44 0.66 0.10
O -1.25120 -6.73441 1.95729 1.86 -2.23 -1.31
C -0.29130 -6.67779 2.98278 -0.74 -0.59 -0.20
H -2.74260 -5.81551 -2.54293 0.49 0.09 0.39
H -4.25974 -6.03688 -1.78126 -0.28 0.02 0.31
H -3.03745 -7.31400 -1.58421 -0.13 -0.24 -0.46
H -3.57491 -6.84733 0.90679 0.37 -0.56 0.44
H -3.96809 -5.23333 1.10517 -0.06 0.75 -0.32
H -2.37044 -5.46859 2.88722 -1.01 0.52 -0.03
H -1.48824 -4.73670 1.56990 0.31 0.30 -0.17
H 0.44084 -5.89214 2.79614 -0.12 0.43 0.46
H 0.25624 -7.61883 3.03504 -0.15 -0.08 -0.26
H -0.91715 -6.62005 3.87334 0.76 0.63 0.76
C -0.04373 0.95940 5.43533 0.18 0.55 -0.17
O -0.00158 -0.43486 5.63909 -0.06 0.36 -1.27
C 0.02189 -1.11083 4.34188 1.56 1.25 0.93
C 0.44480 -2.50369 4.70078 -0.12 0.95 -0.76
O -0.62714 -3.17852 5.21548 -0.25 -1.65 0.54
C -1.78253 -3.18170 4.39788 0.25 0.26 0.58
H -1.01785 1.31120 5.09558 -0.31 -0.12 -0.09
H 0.68430 1.26672 4.68458 0.16 -0.04 -0.23
H 0.21291 1.54264 6.31968 -0.08 -0.51 0.38
H 0.80619 -0.73321 3.68584 0.45 0.63 0.22
H -0.86458 -0.86917 3.75548 -0.41 -0.66 0.25
H 1.24131 -2.39897 5.43747 -0.28 -0.08 0.36
H 0.94604 -2.98602 3.86159 -0.33 -0.44 -0.59
H -2.29284 -2.22715 4.52640 -0.60 -0.23 0.32
H -2.31691 -4.05695 4.76730 -0.50 0.34 -0.38
H -1.59264 -3.21382 3.32503 0.37 -0.48 -0.10
C 3.24444 -1.57866 1.63541 2.21 0.58 0.06
O 2.95649 -2.48175 0.58893 -1.55 1.11 -0.39
C 2.76166 -3.78177 1.00368 -0.76 -1.96 -1.26
C 1.70156 -4.54772 0.10324 0.98 0.94 0.70
O 1.96958 -4.45199 -1.31823 -0.51 0.65 1.06
C 0.93442 -5.13575 -2.01992 0.34 -0.65 -0.16
H 4.26591 -1.83061 1.92039 0.45 0.38 0.17
H 2.74995 -1.56014 2.60661 -1.15 -0.62 -0.43
H 3.24173 -0.56412 1.23691 -0.12 -0.15 -0.02
H 2.36165 -3.81384 2.01712 0.06 -0.15 0.15
H 3.71283 -4.30979 0.93602 0.19 -0.23 0.30
H 0.73192 -4.14231 0.39231 -0.31 0.27 -0.59
H 1.67102 -5.59458 0.40532 0.25 -0.22 -0.02
H 1.06287 -6.19260 -1.78609 -0.42 -0.22 -0.02
H 1.06659 -5.04109 -3.09773 0.26 0.29 0.04
H -0.07175 -4.80401 -1.76365 0.01 0.12 0.27
C 5.92248 0.60457 2.78307 0.24 -0.59 1.89
O 4.98008 0.08798 3.73263 -2.10 0.90 -1.41
C 5.36113 -0.86006 4.63983 1.39 -0.63 0.64
C 4.31806 -1.19616 5.72014 0.69 0.43 -1.98
O 4.05185 0.01337 6.36543 0.57 0.14 -1.56
C 3.12453 -0.12398 7.36791 0.12 -0.59 1.21
H 6.76413 -0.06267 2.59726 -0.15 -0.56 -0.21
H 6.37546 1.40859 3.36313 0.07 0.83 -0.92
H 5.40141 0.81939 1.85010 0.15 0.41 0.28
H 6.22809 -0.49578 5.19098 0.43 0.03 0.23
H 5.69738 -1.71378 4.05145 -0.04 -0.81 0.39
H 4.71548 -2.00545 6.33267 0.34 0.18 0.61
H 3.46274 -1.66424 5.23286 -0.72 0.37 -0.02
H 3.65643 -0.73373 8.09825 -0.58 -0.19 0.86
H 2.23459 -0.65644 7.03236 -0.33 0.21 0.04
H 2.91097 0.85358 7.80018 -0.16 -0.10 -0.14
C 0.02689 -3.30679 -6.35003 0.65 -0.07 0.58
O -1.29472 -2.86572 -6.25767 -2.12 -1.68 0.98
C -2.16928 -3.71077 -5.40882 -0.33 0.73 -0.70
C -3.55233 -3.08372 -5.29743 0.01 -0.15 -0.21
O -4.28052 -3.93240 -4.44162 0.54 0.18 0.89
C -5.43386 -3.31058 -3.93569 -0.65 -0.67 -0.32
H 0.46479 -2.99817 -7.29930 -0.06 0.36 0.14
H 0.20771 -4.37993 -6.28850 -0.59 -0.35 -0.06
H 0.54993 -2.88894 -5.48984 0.60 0.22 -0.11
H -1.88682 -3.89501 -4.37230 0.95 0.66 0.13
H -2.36318 -4.72495 -5.75802 0.57 -0.08 -0.87
H -4.11531 -3.07527 -6.23075 0.35 0.39 -0.49
H -3.48989 -2.07817 -4.88142 0.05 0.20 0.00
H -6.15781 -3.24811 -4.74815 -0.37 0.17 -0.06
H -5.30625 -2.30736 -3.52904 0.46 0.04 0.11
H -5.83920 -3.97528 -3.17282 0.00 0.14 0.04
C -4.10067 2.94946 2.87123 -0.63 -0.42 0.55
O -4.33273 3.83011 3.96661 -0.11 -0.11 0.44
C -3.83310 3.43121 5.27034 -1.19 0.38 -1.20
C -3.87931 4.58449 6.25647 0.09 1.18 0.19
O -5.07035 5.06123 6.93996 -0.13 -1.12 -0.76
C -5.95765 5.99775 6.32071 0.74 0.83 0.17
H -4.15960 1.88963 3.11902 0.53 -0.20 0.68
H -3.15695 3.15315 2.36527 -0.02 0.05 -0.08
H -4.96277 2.97881 2.20488 0.17 0.83 -0.30
H -2.78888 3.15018 5.13354 0.19 -0.10 0.34
H -4.41619 2.59539 5.65702 0.01 -0.29 -0.08
H -3.39125 5.43471 5.78000 0.04 0.22 -0.14
H -3.20478 4.26286 7.04997 -0.18 0.09 0.31
H -6.21154 5.84746 5.27140 0.01 -0.59 0.08
H -5.55335 7.00791 6.38559 0.69 0.18 -0.25
H -6.84483 6.15253 6.93475 -0.15 -0.96 0.02
C -1.31447 5.75232 1.02632 1.32 1.61 0.65
O -0.33984 6.47075 1.88560 -1.81 -0.57 0.02
C 0.97621 6.01664 1.92275 0.59 -0.66 -0.46
C 1.18265 4.50377 2.26897 -0.61 1.39 -1.32
O 2.46207 4.30415 2.79705 -0.62 0.24 1.13
C 2.88205 2.98267 2.61630 1.09 -0.61 -1.26
H -1.99133 5.19521 1.67409 0.15 -0.28 -0.33
H -0.83039 5.20334 0.21862 0.13 -0.54 0.35
H -1.85069 6.54766 0.50863 -0.29 0.00 0.23
H 1.55728 6.63504 2.60689 -0.31 -0.01 0.32
H 1.36727 6.25506 0.93364 0.66 -0.42 -0.26
H 1.06947 3.97839 1.32067 0.17 -0.39 -0.22
H 0.33627 4.15965 2.86338 0.15 -0.08 0.72
H 3.70307 2.65112 3.25199 -0.28 0.51 0.61
H 3.32768 2.97877 1.62156 0.00 -0.50 -0.46
H 2.10840 2.21489 2.62369 -0.35 0.18 0.28
C -0.22195 0.71079 -7.03088 0.40 -0.82 1.02
O -0.99311 0.86222 -5.81962 -0.17 -0.10 -1.03
C -2.39769 0.84770 -6.17365 0.92 1.27 0.86
C -3.27576 1.10081 -4.92620 0.13 0.49 0.27
O -2.99345 2.36574 -4.24453 1.20 -1.46 -0.97
C -4.00621 2.74603 -3.33974 0.28 0.90 -0.95
H -0.57279 -0.16867 -7.57085 -0.33 0.14 -0.36
H 0.79832 0.43486 -6.76440 0.07 0.19 0.37
H -0.13619 1.59267 -7.66573 -0.55 0.20 0.07
H -2.61568 -0.05018 -6.75193 -0.33 -0.51 0.59
H -2.52390 1.64319 -6.90807 -0.33 0.45 0.08
H -3.21096 0.30565 -4.18348 0.44 -0.20 0.01
H -4.31951 1.08316 -5.23983 -0.24 0.22 -0.29
H -4.73456 3.19003 -4.01832 -1.25 -0.53 0.59
H -3.67420 3.61886 -2.77756 0.49 -0.23 0.20
H -4.28514 1.95749 -2.64081 -0.40 -0.05 -0.24